Here is C5H6O in the gas phase at a distorted geometry from the Open Molecules 2025 dataset. Energies are from wB97M-V/def2-TZVPD.

```
12
Properties=species:S:1:pos:R:3:forces:R:3
C -1.8766 -1.7701 -0.4824 0.4692 0.7003 -0.1897
C -1.1432 -0.8477 -0.7605 -0.6261 0.3283 -0.0896
C -0.2379 0.2752 -1.0785 0.0639 0.9647 -0.5099
C 0.4844 0.9733 0.0238 0.6812 0.9507 0.2383
C 0.8643 0.4530 1.3622 0.0297 -0.0953 0.1451
O 0.6900 2.1419 -0.2992 0.9289 0.0837 1.3566
H -2.5606 -2.5656 -0.2472 0.3527 0.3018 -0.0919
H 0.4561 -0.0023 -1.8751 0.3027 -0.3458 0.2864
H -0.3405 1.4490 -1.3798 -2.2417 -2.6801 -1.0804
H 1.1063 1.3022 2.0036 0.0184 -0.2090 -0.0365
H 1.7332 -0.2035 1.2636 -0.0480 -0.0082 0.0287
H 0.0505 -0.1373 1.7903 0.0690 0.0088 -0.0571
```
Forces are in eV/Å.

energy above the lowest of the compared OMol25 structures with the same formula, charge and spin	3.056	eV
SMILES string	C#CCC(C)=O
Kohn-Sham gap	10.7	eV

Here are the Löwdin charges for atoms 1 to 6, given in e: 0.103 -0.128 -0.148 -0.461 -0.001 0.033